Record 1
DFT (ωB97M-V/def2-TZVPD) results for HNO3S in the gas phase.

Calculated values
Relative energy (zero: lowest compared OMol25 entry of this formula, charge and spin): 12.17 kcal per mole
Lowest unoccupied orbital energy: 0.0 eV
Net charge: 0
Spin multiplicity: 1
DFT total energy: -18480.1365 eV
E_HOMO: -10.22 eV
Kohn-Sham gap: 10.3 eV

Last column: Löwdin charge in e.
CARTESIAN COORDINATES (ANGSTROEM)
N: 2.436 0.227 -0.014  -0.615
O: 1.864 1.227 0.280  0.041
O: 3.567 0.008 -0.288  0.041
O: -0.141 -0.601 0.329  -0.463
S: 1.251 -1.315 -0.037  0.942
H: -0.616 -0.290 -0.454  0.055

---

Record 2
DFT (ωB97M-V/def2-TZVPD) results for a molecular structure, C4H10N2O2.

Calculated values
Relative energy (zero: lowest compared OMol25 entry of this formula, charge and spin): 204.39 kcal per mole
Lowest unoccupied orbital energy (alpha / beta): -0.3 / 0.2 eV
Net charge: 0
Spin multiplicity: 1
DFT total energy: -11378.0397 eV
E_HOMO (alpha / beta): -8.09 / -8.10 eV
Kohn-Sham gap (alpha / beta): 7.8 / 8.3 eV

Last column: Löwdin charge in e.
CARTESIAN COORDINATES (ANGSTROEM)
C: -0.102 1.638 -1.005  -0.049
C: -0.485 0.524 -0.066  -0.398
N: 1.306 0.493 1.838  0.004
C: -1.534 0.664 0.775  0.059
O: 0.926 0.053 0.584  -0.258
H: 2.217 0.935 1.743  0.079
H: 1.416 -0.330 2.428  0.077
H: 0.952 1.642 -1.280  0.084
H: -0.623 1.543 -1.960  0.076
H: -0.341 2.611 -0.579  0.082
H: -1.755 -0.085 1.521  0.074
H: -2.208 1.503 0.692  0.072
C: -0.617 -1.184 -0.969  -0.115
O: 0.796 -2.724 -0.126  -0.051
N: 0.629 -1.708 -1.048  -0.039
H: 1.731 -2.958 -0.211  0.099
H: -0.972 -0.853 -1.941  0.102
H: -1.337 -1.764 -0.394  0.102

---

Record 3
DFT (ωB97M-V/def2-TZVPD) results for 14 unconnected molecules or ions with the total composition C26H61N13O29Si.

Calculated values
Lowest unoccupied orbital energy: -0.6 eV
Net charge: 0
Spin multiplicity: 1
DFT total energy: -114527.7190 eV
E_HOMO: -8.05 eV
Kohn-Sham gap: 7.4 eV

Last column: Löwdin charge in e.
CARTESIAN COORDINATES (ANGSTROEM)
O: 0.359 -5.904 1.614  -0.132
C: 1.523 -5.061 1.257  -0.196
C: 2.174 -5.397 -0.214  -0.173
O: 1.344 -6.346 -1.028  -0.178
C: 2.226 -6.824 -2.105  -0.250
O: 1.553 -7.118 -3.379  -0.214
C: 0.518 -6.127 -3.711  -0.318
Si: 1.202 -4.337 -4.035  0.697
C: -0.228 -3.068 -3.587  -0.322
C: -0.376 -2.811 -1.974  -0.238
C: -0.020 -1.289 -1.478  -0.194
C: 1.148 -0.531 -2.346  -0.122
C: 0.728 0.922 -3.059  0.010
C: 1.891 1.688 -3.986  -0.051
C: 3.401 0.999 -4.162  -0.093
C: 3.801 -0.417 -3.412  -0.071
C: 2.657 -1.167 -2.503  -0.037
H: -0.428 -5.418 1.207  0.057
H: 2.365 -5.311 2.061  0.129
H: 1.305 -3.904 1.391  0.130
H: 3.263 -5.846 -0.045  0.135
H: 2.285 -4.369 -0.801  0.101
H: 3.184 -6.128 -2.258  0.131
H: 2.675 -7.862 -1.723  0.157
H: 0.051 -6.476 -4.752  0.112
H: -0.393 -6.100 -2.960  0.104
H: 1.559 -4.157 -5.451  -0.046
H: 2.375 -4.083 -3.210  -0.052
H: -1.228 -3.626 -3.926  0.086
H: -0.183 -2.089 -4.241  0.073
H: 0.224 -3.629 -1.384  0.081
H: -1.522 -2.990 -1.697  0.116
H: -1.001 -0.649 -1.413  0.075
H: 0.409 -1.395 -0.370  0.127
H: -0.363 1.383 -2.920  0.097
H: 1.606 2.696 -4.517  0.070
H: 4.213 1.520 -4.844  0.070
H: 4.861 -0.932 -3.496  0.088
H: 2.913 -2.183 -1.978  0.067
C: 1.969 -0.717 -6.379  0.010
N: 1.379 -1.696 -7.331  -0.417
O: 0.321 -1.377 -7.886  0.038
O: 1.994 -2.756 -7.494  0.020
H: 1.326 0.165 -6.334  0.087
H: 2.028 -1.201 -5.402  0.067
H: 2.961 -0.452 -6.752  0.076
C: -3.165 1.413 1.114  0.031
N: -2.266 0.535 0.317  -0.384
O: -1.509 1.084 -0.491  0.019
O: -2.346 -0.681 0.525  0.053
H: -2.988 2.452 0.829  0.097
H: -4.193 1.121 0.891  0.067
H: -2.927 1.257 2.168  0.072
C: 3.809 6.074 -3.361  0.044
N: 3.218 5.095 -4.313  -0.410
O: 2.160 5.414 -4.868  0.047
O: 3.833 4.035 -4.476  0.020
H: 3.166 6.956 -3.316  0.096
H: 3.867 5.590 -2.384  0.105
H: 4.801 6.339 -3.733  0.102
C: 7.079 1.834 -3.437  0.050
N: 7.290 2.961 -2.488  -0.415
O: 8.079 2.775 -1.555  0.049
O: 6.656 4.000 -2.707  0.044
H: 7.696 0.989 -3.124  0.099
H: 6.019 1.571 -3.405  0.066
H: 7.373 2.180 -4.430  0.109
C: -7.973 0.413 1.707  0.037
N: -6.680 1.147 1.751  -0.398
O: -5.686 0.521 2.136  0.036
O: -6.699 2.332 1.397  0.064
H: -7.808 -0.613 2.044  0.099
H: -8.668 0.930 2.372  0.057
H: -8.326 0.428 0.674  0.108
C: 10.026 5.414 -2.558  0.038
N: 9.709 6.724 -3.189  -0.424
O: 10.084 6.897 -4.354  0.048
O: 9.092 7.541 -2.496  0.048
H: 10.568 4.797 -3.279  0.098
H: 10.643 5.612 -1.680  0.105
H: 9.080 4.943 -2.282  0.064
C: -1.730 3.379 5.292  0.034
N: -1.780 2.933 3.873  -0.400
O: -1.372 1.793 3.624  0.049
O: -2.226 3.741 3.050  0.054
H: -1.318 2.573 5.902  0.063
H: -1.090 4.263 5.337  0.106
H: -2.751 3.612 5.600  0.105
C: 2.846 2.355 -9.062  0.044
N: 3.992 1.424 -8.880  -0.414
O: 4.341 1.175 -7.721  0.024
O: 4.509 0.969 -9.908  0.061
H: 2.492 2.675 -8.080  0.095
H: 3.203 3.209 -9.641  0.102
H: 2.062 1.813 -9.596  0.105
C: -3.656 -6.510 1.609  0.045
N: -3.224 -5.096 1.442  -0.401
O: -2.261 -4.882 0.696  0.033
O: -3.863 -4.241 2.066  0.070
H: -3.009 -7.151 1.006  0.101
H: -3.568 -6.759 2.668  0.104
H: -4.692 -6.580 1.269  0.101
C: -11.926 -0.200 3.568  0.027
N: -10.633 0.535 3.612  -0.407
O: -9.639 -0.092 3.997  0.034
O: -10.652 1.719 3.258  0.062
H: -11.761 -1.225 3.904  0.079
H: -12.621 0.317 4.233  0.099
H: -12.279 -0.184 2.535  0.107
C: 1.854 0.909 7.928  0.050
N: 1.029 2.121 7.672  -0.398
O: 0.624 2.296 6.517  0.035
O: 0.812 2.862 8.638  0.050
H: 1.963 0.353 6.994  0.101
H: 2.826 1.244 8.294  0.090
H: 1.333 0.308 8.676  0.106
C: -11.255 -2.676 7.333  0.046
N: -12.079 -1.464 7.077  -0.397
O: -12.484 -1.289 5.922  0.012
O: -12.296 -0.724 8.043  0.071
H: -11.145 -3.232 6.400  0.098
H: -10.282 -2.342 7.699  0.105
H: -11.776 -3.277 8.081  0.104
C: 3.380 4.907 10.648  0.039
N: 4.279 4.029 9.850  -0.421
O: 5.036 4.579 9.042  0.059
O: 4.199 2.813 10.059  0.034
H: 3.557 5.946 10.362  0.098
H: 2.352 4.615 10.424  0.092
H: 3.618 4.751 11.702  0.102

---

Record 4
DFT (ωB97M-V/def2-TZVPD) results for a gas-phase ion, C6H11N2O2 (charge -1).

Calculated values
Relative energy (zero: lowest compared OMol25 entry of this formula, charge and spin): 85.13 kcal per mole
Lowest unoccupied orbital energy: 3.8 eV
Net charge: -1
Spin multiplicity: 1
SMILES: C[C@H]1N([O-])C(C)(C)C=[N+]1[O-]
DFT total energy: -13471.1542 eV
E_HOMO: -2.12 eV
Kohn-Sham gap: 5.9 eV

Last column: Löwdin charge in e.
CARTESIAN COORDINATES (ANGSTROEM)
C: 0.368 1.337 0.324  -0.005
C: 1.218 -0.667 -0.368  -0.247
C: -0.850 0.431 0.164  -0.572
C: 2.245 -1.642 0.106  -0.045
C: -1.372 0.588 -1.238  -0.063
C: -1.879 0.762 1.206  -0.081
N: -0.233 -0.952 0.374  -0.224
N: 1.441 0.750 -0.002  -0.234
O: -0.967 -1.912 -0.184  -0.333
O: 2.663 1.168 -0.096  -0.141
H: 0.322 2.404 0.548  0.136
H: 0.847 -0.780 -1.389  0.134
H: 2.040 -1.648 1.184  0.089
H: 3.184 -1.310 -0.242  0.053
H: 1.838 -2.496 -0.346  0.054
H: -0.575 0.894 -1.796  0.031
H: -2.319 1.205 -1.115  0.093
H: -1.566 -0.477 -1.572  0.086
H: -2.875 0.361 0.787  0.092
H: -1.969 1.836 1.501  0.069
H: -1.561 0.149 2.153  0.106

---

Record 5
DFT (ωB97M-V/def2-TZVPD) results for C2H3N3O in the gas phase.

Calculated values
Relative energy (zero: lowest compared OMol25 entry of this formula, charge and spin): 50.77 kcal per mole
Lowest unoccupied orbital energy: 0.2 eV
Net charge: 0
Spin multiplicity: 1
DFT total energy: -8638.2931 eV
E_HOMO: -9.02 eV
Kohn-Sham gap: 9.2 eV

Last column: Löwdin charge in e.
CARTESIAN COORDINATES (ANGSTROEM)
N: -1.421 0.084 0.224  0.168
C: -0.357 -0.546 -0.310  -0.580
C: 1.036 -0.147 -0.241  -0.070
N: 1.578 0.835 0.414  -0.095
N: 2.030 1.710 0.991  0.214
O: -0.463 -1.599 -0.941  0.001
H: -2.305 -0.363 0.037  0.112
H: -1.394 0.978 0.679  0.101
H: 1.320 -1.065 -0.826  0.149

---

Record 6
DFT (ωB97M-V/def2-TZVPD) results for a molecular structure, C16H11Br2ClN7O4Sn.

Calculated values
Lowest unoccupied orbital energy (alpha / beta): -12.7 / -13.2 eV
Net charge: +3
Spin multiplicity: 1
DFT total energy: -193792.2517 eV
E_HOMO (alpha / beta): -18.13 / -18.00 eV
Kohn-Sham gap (alpha / beta): 5.4 / 4.8 eV

Last column: Löwdin charge in e.
CARTESIAN COORDINATES (ANGSTROEM)
Sn: 0.393 -0.542 -1.011  1.440
N: 0.264 -1.575 3.283  0.105
C: 0.232 -0.673 2.307  -0.104
N: -0.289 -1.229 1.219  0.010
C: -0.525 -2.520 1.619  -0.323
N: -0.210 -2.752 2.861  0.183
C: -1.067 -3.585 0.768  -0.150
C: -1.203 -4.890 1.319  0.079
N: -1.671 -5.770 0.502  0.284
C: -2.033 -5.648 -0.739  0.047
C: -1.873 -4.338 -1.247  0.003
N: -1.404 -3.373 -0.484  0.158
H: 0.612 -1.478 4.229  0.198
H: 0.560 0.350 2.407  0.157
H: -0.913 -5.121 2.343  0.175
H: -2.429 -6.479 -1.316  0.173
H: -2.159 -4.140 -2.273  0.153
O: 2.490 -2.533 1.447  -0.243
Cl: 2.576 -2.245 0.062  0.736
O: 3.758 -2.668 -0.561  -0.178
O: 2.422 -0.737 -0.118  -0.536
O: 1.368 -2.743 -0.639  -0.482
Br: 3.670 6.070 -0.874  0.963
C: 2.796 4.433 -0.895  -0.656
C: 3.513 3.250 -1.005  0.043
C: 2.805 2.005 -1.021  -0.035
N: 1.500 1.916 -0.938  0.041
C: 0.788 3.079 -0.821  -0.139
C: 1.422 4.356 -0.802  0.032
C: -0.636 2.950 -0.725  -0.169
C: -1.491 4.077 -0.732  0.030
C: -2.864 3.881 -0.696  -0.654
Br: -4.027 5.328 -0.736  0.952
C: -3.345 2.584 -0.638  0.006
C: -2.418 1.513 -0.609  -0.071
N: -1.116 1.678 -0.653  0.004
H: 4.594 3.258 -1.080  0.141
H: 3.356 1.076 -1.103  0.123
H: 0.847 5.266 -0.714  0.121
H: -1.105 5.085 -0.773  0.120
H: -4.410 2.391 -0.619  0.135
H: -2.777 0.492 -0.547  0.126

---

Record 7
DFT (ωB97M-V/def2-TZVPD) results for a molecular structure, C22H22CrIN2O5.

Calculated values
Relative energy (zero: lowest compared OMol25 entry of this formula, charge and spin): 11.91 kcal per mole
Lowest unoccupied orbital energy (alpha / beta): 0.0 / -0.2 eV
<S²>: 0.7649
Net charge: 0
Spin multiplicity: 2
DFT total energy: -72913.7180 eV
E_HOMO (alpha / beta): -8.82 / -8.26 eV
Kohn-Sham gap (alpha / beta): 8.8 / 8.1 eV

Last column: Löwdin charge in e.
CARTESIAN COORDINATES (ANGSTROEM)
Cr: 0.056 0.188 0.027  0.772
C: 0.006 -1.189 1.721  -0.258
C: 1.351 -0.801 1.506  -0.252
C: 1.454 0.597 1.764  -0.246
C: 0.174 1.077 2.127  -0.248
C: -0.741 -0.011 2.062  -0.257
C: -2.199 0.008 2.395  -0.004
C: -0.097 2.442 2.680  -0.026
C: 2.714 1.394 1.730  -0.003
C: 2.494 -1.681 1.103  0.002
C: -0.547 -2.576 1.694  0.001
H: -2.402 -0.628 3.259  0.092
H: -2.787 -0.369 1.557  0.084
H: -2.540 1.014 2.637  0.075
H: 0.179 2.463 3.737  0.098
H: -1.150 2.713 2.611  0.071
H: 0.490 3.214 2.183  0.075
H: 3.249 1.275 2.677  0.099
H: 2.513 2.453 1.582  0.085
H: 3.371 1.079 0.922  0.079
H: 3.088 -1.964 1.975  0.096
H: 3.162 -1.170 0.408  0.083
H: 2.144 -2.597 0.626  0.081
H: -1.576 -2.589 1.343  0.085
H: -0.528 -2.996 2.703  0.098
H: 0.041 -3.236 1.055  0.087
O: 2.051 -3.654 -4.234  0.091
C: 1.610 -2.747 -3.340  -0.270
C: 2.351 -1.615 -2.997  0.087
C: 1.811 -0.751 -2.072  -0.145
N: 0.635 -0.993 -1.507  0.081
C: -0.103 -2.041 -1.859  -0.127
C: 0.350 -2.960 -2.776  0.099
C: -1.470 -2.008 -1.196  -0.581
O: -2.295 -2.867 -1.442  0.083
O: -1.611 -0.971 -0.444  -0.128
C: 2.387 0.584 -1.622  -0.578
O: 3.497 0.922 -1.989  0.075
O: 1.559 1.235 -0.882  -0.092
H: 2.919 -3.398 -4.567  0.118
H: 3.314 -1.391 -3.440  0.135
H: -0.262 -3.804 -3.063  0.140
I: -5.145 1.491 -2.701  0.910
C: -3.483 2.115 -1.615  -0.702
C: -3.510 3.281 -0.868  -0.119
C: -2.361 3.650 -0.195  -0.037
C: -1.252 2.826 -0.268  -0.108
N: -1.233 1.672 -0.945  0.038
C: -2.341 1.336 -1.621  -0.167
H: -4.401 3.893 -0.829  0.103
H: -2.314 4.564 0.379  0.115
H: -0.317 3.102 0.197  0.108
H: -2.306 0.421 -2.189  0.105

---

Record 8
DFT (ωB97M-V/def2-TZVPD) results for a molecular structure, C14H14F3N5ReS.

Calculated values
Lowest unoccupied orbital energy (alpha / beta): -17.7 / -16.8 eV
<S²>: 3.8266
Net charge: +4
Spin multiplicity: 4
DFT total energy: -43264.4506 eV
E_HOMO (alpha / beta): -23.28 / -23.29 eV
Kohn-Sham gap (alpha / beta): 5.6 / 6.5 eV

Last column: Löwdin charge in e.
CARTESIAN COORDINATES (ANGSTROEM)
Re: -0.147 -0.657 0.125  1.567
C: 0.832 -2.861 -3.573  0.082
C: 0.526 -1.824 -2.469  -0.100
N: -0.306 -2.019 -1.384  -0.160
N: -1.236 -3.063 -1.362  0.067
C: -2.218 -2.982 -0.417  -0.610
N: -3.035 -3.991 -0.151  0.236
S: -2.098 -1.649 0.651  0.906
C: 1.136 -0.530 -2.460  -0.150
C: 1.755 0.140 -3.531  0.118
C: 2.383 1.364 -3.297  0.094
C: 2.553 1.842 -2.024  0.071
C: 1.968 1.189 -0.965  -0.011
N: 1.196 0.049 -1.147  -0.120
H: 1.934 -3.089 -3.668  0.162
H: 0.492 -2.452 -4.518  0.127
H: 0.338 -3.790 -3.266  0.089
H: -1.167 -3.863 -1.994  0.191
H: -3.041 -4.853 -0.635  0.153
H: -3.310 -4.106 0.860  0.193
H: 1.828 -0.163 -4.569  0.164
H: 2.867 1.847 -4.123  0.162
H: 3.034 2.735 -1.725  0.150
H: 1.897 1.590 0.032  0.114
F: -0.923 3.152 5.904  0.144
C: -0.832 3.661 4.607  -0.495
F: -1.875 4.465 4.365  0.215
F: 0.319 4.425 4.637  0.157
C: -0.688 2.547 3.608  0.049
C: -1.066 1.174 3.848  0.121
C: -0.579 0.236 2.968  -0.085
N: -0.148 0.573 1.713  -0.217
C: -0.114 1.942 1.352  -0.072
C: -0.162 2.926 2.330  0.098
H: -1.631 0.840 4.727  0.171
H: -0.606 -0.789 3.192  0.112
H: -0.157 2.047 0.255  0.119
H: 0.284 3.934 2.106  0.186

---

Question: What is the formula in the fifth record?
Answer: C2H3N3O